Record 1
107
Properties=species:S:1:pos:R:3:forces:R:3 method="wB97M-V/def2-TZVPD" max_force_ha_per_bohr=0.0214 total_energy_ha=-3368.58559 charge=+1
C 2.341 -4.197 -0.919 -0.0246 -0.1363 0.0663
C 1.218 -3.393 -0.278 0.2782 0.0757 -0.3090
I 0.651 -4.327 1.562 -0.1363 0.2021 -0.0407
C 1.639 -1.928 -0.055 0.1880 -0.1958 -0.2714
C 1.319 -1.039 -1.241 -0.1852 0.3680 -0.3383
C 0.966 0.420 -1.014 0.6021 0.4201 0.3398
N 1.051 0.971 -2.403 -0.7333 -0.8004 0.1642
C 1.823 0.099 -3.082 0.1851 0.4839 -0.1648
N 1.940 0.097 -4.397 0.2238 0.0010 0.0120
N 2.422 -0.767 -2.249 -0.4202 -0.8669 -0.0143
H 2.514 -3.854 -1.945 0.0229 -0.0124 0.0089
H 3.268 -4.090 -0.352 -0.0233 0.0189 -0.0188
H 2.107 -5.260 -0.953 -0.0286 0.0438 -0.1310
H 0.336 -3.446 -0.916 -0.1141 0.0016 0.2362
H 2.722 -1.939 0.089 -0.0623 0.3040 0.4072
H 1.146 -1.517 0.823 0.0837 0.0808 0.0249
H 0.493 -1.450 -1.840 -0.0300 -0.3000 0.2632
H 0.010 0.608 -0.535 -0.1978 -0.0753 -0.2107
H 1.756 0.899 -0.434 -0.1268 -0.0961 0.1527
H 0.126 1.090 -2.813 -0.0666 0.4111 -0.2630
H 1.529 0.824 -4.960 -0.0176 0.0576 0.0572
H 2.426 -0.648 -4.867 0.0464 0.0705 -0.0263
H 2.925 -1.552 -2.638 0.0311 0.0169 -0.0712
C 4.269 4.877 0.432 -0.0043 -0.0106 -0.0093
C 3.912 3.786 1.106 0.0318 -0.0180 0.0067
C 3.769 2.479 0.423 0.0452 0.0292 0.0073
O 3.429 1.480 1.030 -0.0569 0.0112 -0.0030
C 4.040 2.427 -1.033 -0.0691 0.0202 0.0104
C 4.388 3.514 -1.712 -0.0771 0.0088 0.0052
C 4.534 4.828 -1.031 0.0102 -0.0241 0.0314
O 4.859 5.818 -1.645 0.0216 0.0202 -0.0131
H 4.381 5.845 0.904 0.0033 0.0084 -0.0159
H 3.711 3.796 2.169 0.0057 -0.0149 0.0010
H 3.942 1.453 -1.497 0.0667 -0.0149 0.0108
H 4.595 3.502 -2.774 0.0546 0.0148 0.0068
C 1.608 -9.963 4.313 0.0030 0.0062 -0.0048
C 2.517 -9.762 3.362 -0.0014 0.0034 0.0028
C 2.776 -8.405 2.821 -0.0316 0.0009 0.0139
O 3.596 -8.214 1.949 0.0143 0.0016 -0.0365
C 1.986 -7.279 3.383 0.0266 -0.0614 0.0689
C 1.077 -7.478 4.332 0.0060 -0.0082 -0.0141
C 0.815 -8.838 4.874 0.0192 0.0086 -0.0265
O -0.013 -9.018 5.739 -0.0217 -0.0086 0.0133
H 1.400 -10.942 4.724 -0.0108 0.0056 0.0127
H 3.106 -10.565 2.938 0.0098 0.0082 -0.0075
H 2.197 -6.303 2.969 0.0751 -0.0549 0.0401
H 0.487 -6.676 4.759 -0.0007 -0.0134 0.0243
C -4.121 -1.324 -1.125 0.0218 0.0235 0.0393
C -3.189 -1.156 -2.057 0.0099 -0.0118 -0.0297
C -2.699 0.193 -2.404 -0.1514 -0.0034 0.0915
O -1.819 0.342 -3.241 0.4186 0.0126 0.0030
C -3.285 1.352 -1.705 0.0497 0.0498 -0.0632
C -4.212 1.198 -0.765 -0.0539 -0.0425 0.0124
C -4.699 -0.161 -0.397 0.0525 0.0364 -0.0210
O -5.532 -0.322 0.465 0.0435 -0.1327 -0.0032
H -4.498 -2.299 -0.844 -0.0224 0.0127 0.0089
H -2.746 -1.985 -2.595 -0.0295 0.0157 -0.0441
H -2.902 2.325 -1.987 -0.0134 0.0028 -0.0308
H -4.643 2.029 -0.222 -0.0501 -0.0583 0.0490
C 8.720 1.911 -0.531 0.0035 0.0003 -0.0042
C 9.787 2.314 0.153 -0.0099 0.0035 -0.0048
C 10.380 3.661 -0.067 -0.0284 -0.0116 -0.0247
O 11.349 4.027 0.556 0.0216 0.0103 0.0207
C 9.734 4.537 -1.079 -0.0058 -0.0047 0.0045
C 8.667 4.132 -1.762 0.0010 0.0021 0.0086
C 8.080 2.789 -1.541 0.0228 0.0496 -0.0078
O 7.100 2.423 -2.161 -0.0084 -0.0583 -0.0025
H 8.270 0.936 -0.390 -0.0065 0.0006 -0.0139
H 10.274 1.695 0.895 0.0159 0.0138 0.0038
H 10.182 5.513 -1.220 0.0138 -0.0029 0.0112
H 8.177 4.752 -2.503 -0.0132 -0.0098 -0.0011
C -2.806 0.149 4.640 0.0157 -0.0031 0.0065
C -2.918 0.195 3.315 -0.0323 0.0185 0.0031
C -1.714 0.212 2.454 0.0120 -0.0363 -0.0325
O -1.811 0.244 1.240 0.0661 -0.0322 -0.1249
C -0.384 0.176 3.109 -0.0327 -0.0059 -0.0298
C -0.268 0.120 4.432 -0.0586 0.0027 0.0004
C -1.475 0.106 5.305 -0.0074 -0.0161 -0.0722
O -1.375 0.057 6.507 0.0079 0.0038 0.0665
H -3.665 0.136 5.298 0.0123 -0.0034 0.0198
H -3.876 0.223 2.808 0.0449 0.0136 -0.0193
H 0.476 0.193 2.450 0.0074 0.0284 0.0149
H 0.689 0.081 4.936 -0.0080 0.0113 0.0213
C -6.420 1.997 -5.103 -0.0069 -0.0072 -0.0125
C -6.171 3.192 -5.632 0.0117 -0.0081 0.0067
C -4.885 3.481 -6.320 0.0023 -0.0307 0.0212
O -4.652 4.570 -6.792 0.0040 0.0305 0.0013
C -3.888 2.381 -6.398 -0.0477 0.0123 0.0226
C -4.142 1.185 -5.876 0.0707 -0.0104 -0.0005
C -5.423 0.900 -5.183 0.0170 0.0207 0.0022
O -5.635 -0.189 -4.691 0.0338 0.0012 0.0898
H -7.346 1.763 -4.594 -0.0011 -0.0154 -0.0062
H -6.881 4.008 -5.589 0.0087 0.0110 -0.0124
H -2.958 2.617 -6.900 -0.0159 0.0134 -0.0254
H -3.433 0.367 -5.916 -0.0166 -0.0175 0.0050
C -8.220 0.919 3.807 0.0164 -0.0267 -0.0023
C -7.304 1.056 2.852 -0.0050 0.0755 0.0578
C -6.808 2.403 2.465 -0.0152 0.0000 -0.0120
O -5.970 2.544 1.596 0.0344 0.0659 0.0649
C -7.367 3.579 3.176 -0.0138 -0.0098 0.0014
C -8.282 3.438 4.130 0.0040 -0.0034 -0.0014
C -8.782 2.094 4.523 0.0233 0.0327 -0.0309
O -9.612 1.964 5.392 -0.0225 -0.0192 0.0277
H -8.603 -0.047 4.112 -0.0165 0.0056 0.0111
H -6.885 0.215 2.317 0.0132 0.0310 -0.0565
H -6.986 4.546 2.871 0.0105 -0.0105 -0.0165
H -8.706 4.279 4.663 -0.0116 -0.0112 0.0111

---

Record 2
13
Properties=species:S:1:pos:R:3:forces:R:3 method="wB97M-V/def2-TZVPD" max_force_ha_per_bohr=0.0487 total_energy_ha=-340.64223 smiles="CC1=CN1.N=C=O"
C 0.555 -0.654 1.751 2.2464 0.5504 -0.9539
C -0.185 -0.739 0.523 -0.3474 -0.4843 -1.7592
C -1.139 -0.878 -0.314 -1.0855 -0.8729 0.2202
N 0.203 -0.981 -0.932 1.0380 0.5350 -0.3079
H -0.152 -0.397 2.501 -0.1340 -0.0531 1.1773
H 1.394 0.156 1.652 -1.4785 -1.5131 0.3180
H 1.027 -1.672 1.812 -0.2416 0.9831 0.6990
H -2.202 -1.036 -0.578 1.1023 0.3063 0.1317
H 0.629 -1.902 -1.190 -1.0913 0.3666 0.8405
N 0.116 1.555 -1.926 0.7567 -0.4642 0.2599
C -0.123 2.463 -1.174 -1.0370 0.6162 -0.9002
O -0.515 3.422 -0.652 0.1706 0.7594 0.9754
H 0.391 0.663 -1.473 0.1014 -0.7296 -0.7007

---

Record 3
41
Properties=species:S:1:pos:R:3:forces:R:3 method="wB97M-V/def2-TZVPD" max_force_ha_per_bohr=0.0190 total_energy_ha=-1089.96402 smiles="COc1ccc(CCNC(=O)c2coc3ccccc3c2=O)cc1"
C 2.080 -2.660 0.279 0.1963 -0.0294 -0.1633
O 0.989 -2.353 1.110 -0.3967 0.1055 0.1714
C -0.167 -1.908 0.529 -0.0485 -0.0131 0.0299
C -0.322 -1.635 -0.823 0.3485 -0.1734 0.0938
C -1.524 -1.127 -1.287 -0.2438 -0.0766 0.1666
C -2.593 -0.895 -0.434 -0.0958 -0.1953 -0.2712
C -3.824 -0.185 -0.927 0.1028 0.1237 0.1333
C -3.838 1.264 -0.384 -0.2535 -0.0082 0.1163
N -2.495 1.786 -0.321 -0.0586 0.2219 -0.3733
C -1.816 1.741 0.844 0.1887 0.3013 -0.0253
O -2.349 1.742 1.941 -0.1070 -0.0836 0.2990
C -0.326 1.648 0.719 0.1912 -0.0921 0.0917
C 0.361 1.526 1.880 -0.7959 0.1723 -0.2406
O 1.659 1.292 2.004 0.2462 -0.0406 0.2003
C 2.380 1.093 0.872 0.3230 -0.1082 -0.9173
C 3.731 0.772 1.010 -0.2266 0.0528 0.1843
C 4.497 0.549 -0.113 -0.1017 0.0294 0.0962
C 3.933 0.645 -1.384 -0.0494 -0.0050 -0.1258
C 2.602 0.966 -1.523 0.0023 0.0011 0.1111
C 1.803 1.195 -0.399 0.2276 -0.0373 0.2401
C 0.377 1.525 -0.554 0.0012 0.0860 0.1559
O -0.135 1.667 -1.659 0.1698 0.0275 -0.0288
C -2.441 -1.216 0.912 0.1160 -0.1575 -0.0885
C -1.248 -1.713 1.389 0.1687 -0.0830 0.0084
H 1.826 -3.445 -0.441 0.0050 0.0323 0.0060
H 2.863 -3.022 0.943 -0.0095 0.0139 -0.0831
H 2.444 -1.778 -0.260 -0.0252 -0.0183 0.0017
H 0.486 -1.787 -1.521 0.1119 -0.0193 -0.0342
H -1.615 -0.890 -2.337 -0.0192 0.0651 -0.0958
H -4.730 -0.696 -0.598 -0.0646 -0.0038 -0.0868
H -3.816 -0.164 -2.018 -0.0510 -0.0580 -0.0124
H -4.456 1.903 -1.019 -0.0355 -0.0452 0.1242
H -4.229 1.287 0.636 -0.0480 0.0369 -0.1723
H -1.939 1.744 -1.172 0.0930 0.0182 0.2476
H -0.152 1.610 2.830 0.0589 -0.0376 -0.0310
H 4.147 0.699 2.002 0.0601 -0.0107 0.1199
H 5.541 0.297 -0.007 0.0886 -0.0178 0.0411
H 4.542 0.468 -2.257 0.0452 -0.0102 -0.0805
H 2.136 1.049 -2.493 -0.0434 0.0145 -0.0698
H -3.259 -1.051 1.597 -0.0867 0.0598 0.1110
H -1.120 -1.942 2.435 0.0156 -0.0380 0.1502

---

Record 4
106
Properties=species:S:1:pos:R:3:forces:R:3 method="wB97M-V/def2-TZVPD" max_force_ha_per_bohr=0.0920 total_energy_ha=-4045.47702 charge=-2
Rb 3.280 0.816 -2.295 -0.3117 0.0245 -0.1508
N -0.793 -0.776 -5.529 -1.4359 -1.0309 0.1864
C 0.443 -0.358 -5.093 0.1883 -0.4038 0.6442
S 0.502 1.216 -4.497 0.5008 -0.2440 -0.0375
N 1.434 -1.342 -5.190 -3.4581 -0.1256 -1.0696
N 2.607 -0.958 -4.945 4.6494 -0.8178 -0.3217
C 3.617 -1.822 -5.314 -2.3243 2.1668 1.5160
C 5.013 -1.477 -5.097 -0.9411 1.1512 -0.0523
C 5.942 -2.125 -5.929 0.4571 -0.0248 0.6249
C 7.281 -1.889 -5.774 0.4726 0.4139 1.2260
C 7.681 -0.969 -4.758 -0.3753 -0.1117 0.2650
C 6.703 -0.312 -3.978 -0.6239 -0.6310 -1.6140
N 5.351 -0.494 -4.221 2.0499 -0.5374 0.7408
H -1.628 -0.331 -5.104 1.3545 -0.0844 -0.5398
H -0.979 -1.768 -5.749 0.8296 0.8058 0.2694
H 3.315 -2.781 -5.726 0.2083 0.0048 -0.2641
H 5.532 -2.839 -6.607 0.0568 -0.3969 -0.4986
H 8.041 -2.480 -6.295 -0.3027 0.4117 -0.0781
H 8.744 -0.825 -4.538 -0.4373 0.0128 -0.0901
H 7.045 0.392 -3.181 -0.7208 -0.5713 -0.7433
O -2.788 0.442 1.242 -0.5684 -1.5777 0.9474
C -3.763 1.391 1.222 0.2524 4.2921 0.7551
C -5.068 1.197 1.717 0.8530 0.8899 -1.0578
C -5.946 2.295 1.838 -0.7978 -1.7874 0.6477
C -5.627 3.565 1.447 -0.3717 0.9183 -0.1407
C -4.378 3.797 0.929 2.3476 -0.8044 -0.6808
C -3.315 2.814 0.912 -3.0550 -1.0227 0.5481
P -1.593 3.222 0.555 1.4976 -2.3810 -0.0241
C -1.487 4.554 -0.640 0.3492 0.2692 -0.1135
C -0.983 4.237 -1.926 -0.6685 1.1090 1.2020
C -0.745 5.242 -2.833 0.5397 1.3861 -0.7937
C -0.874 6.600 -2.429 -0.6808 -0.8671 -0.1852
C -1.398 6.870 -1.145 0.7025 2.1798 -1.0888
C -1.625 5.881 -0.239 -0.9323 -0.8267 0.0760
C -0.805 3.785 2.096 -0.8029 -0.1041 -1.4047
C -1.442 3.768 3.308 0.7701 0.8263 -0.0702
C -0.748 4.208 4.429 -1.1762 -0.2209 1.6095
C 0.647 4.454 4.408 -0.3365 -0.8824 -0.6766
C 1.311 4.217 3.234 0.7080 0.8083 1.2907
C 0.674 4.094 1.947 -1.6349 -0.7689 -1.0756
C -2.981 -0.627 2.138 0.0072 -0.3919 -0.1111
C -3.464 -0.443 3.468 0.6875 2.2546 -0.7974
C -3.522 -1.518 4.306 -0.4118 -0.1200 0.8264
C -3.056 -2.757 3.939 0.8533 -1.4916 -0.9418
C -2.606 -2.984 2.612 -1.0372 2.2940 1.1833
C -2.637 -1.942 1.667 0.1436 1.3074 1.3178
P -2.083 -2.103 -0.073 -1.4320 0.9880 -0.1603
C -1.176 -3.618 -0.006 1.1441 -1.8150 1.2391
C 0.091 -3.483 0.646 -1.1052 -0.8356 -0.6926
C 0.825 -4.629 0.958 -1.2070 0.3814 0.0668
C 0.268 -5.880 0.700 -0.2592 -0.6742 -0.8421
C -0.974 -6.045 0.094 -0.6536 0.8981 -0.0067
C -1.708 -4.915 -0.247 -0.4514 0.9331 0.6557
C -3.658 -2.767 -0.773 0.2457 1.2188 -1.3211
C -4.929 -2.758 -0.235 -0.4942 -1.1357 0.1459
C -6.026 -3.182 -1.021 -0.1355 0.5523 -0.0896
C -5.865 -3.541 -2.350 0.0557 -0.1327 0.0527
C -4.589 -3.465 -2.915 -0.4112 -0.2815 -1.2420
C -3.543 -3.009 -2.158 1.4239 -0.1790 -0.3504
H -5.370 0.197 1.995 -0.2162 0.1377 0.0498
H -6.914 2.039 2.286 0.2103 0.3838 -0.2083
H -6.271 4.463 1.553 0.0470 -1.0139 -0.0339
H -4.179 4.787 0.497 0.2709 -0.3344 0.5102
H -0.684 3.255 -2.166 -0.0967 -1.1349 -0.1123
H -0.404 4.964 -3.864 -0.1571 0.4541 1.1195
H -0.620 7.406 -3.139 -0.2623 -0.4188 0.5193
H -1.615 7.919 -0.828 0.4392 -0.7781 -0.4224
H -2.016 6.118 0.757 0.3077 -0.1665 -0.2600
H -2.500 3.523 3.428 0.2180 -0.1118 -0.2567
H -1.322 4.019 5.336 0.4717 0.5942 0.4262
H 1.181 4.752 5.321 -0.1430 -0.4328 -0.3415
H 2.378 4.135 3.190 0.6307 0.4811 0.1212
H 0.851 4.944 1.258 0.2170 -0.4975 0.0255
H -3.669 0.599 3.926 0.2188 -1.8249 -1.2897
H -3.957 -1.369 5.292 0.3471 -0.0378 0.0081
H -2.941 -3.552 4.698 -0.3264 0.4042 -0.5903
H -2.212 -3.902 2.316 0.4761 -1.5145 -0.3010
H 0.388 -2.495 1.005 0.2035 -0.2448 -0.3483
H 1.705 -4.491 1.543 0.7319 -0.2493 0.1093
H 0.734 -6.828 0.870 0.8708 -0.1063 0.6298
H -1.496 -7.004 -0.018 0.7111 0.1722 0.0750
H -2.797 -5.024 -0.466 1.1449 0.1547 -0.2993
H -5.057 -2.596 0.831 -0.1015 0.3049 -0.1233
H -7.053 -3.131 -0.656 0.3702 -0.1511 0.3196
H -6.724 -3.865 -2.948 0.3360 0.1641 0.2564
H -4.436 -3.729 -3.992 -0.1380 0.3345 1.0849
H -2.547 -2.868 -2.659 -0.9781 -0.1971 0.6199
O 3.017 4.439 0.186 -0.3987 -0.5892 0.7412
S 2.401 3.118 0.068 -1.0444 1.9018 1.1531
O 3.310 2.027 0.266 1.6363 -1.6224 0.6754
O 1.265 2.866 1.231 1.4450 1.0083 -0.8280
O 1.736 2.962 -1.190 -1.2148 -0.2314 -1.7441
C 4.872 -2.009 5.057 -0.7456 0.4126 -0.3910
C 4.844 -1.822 3.571 0.9711 0.9270 -0.5982
C 4.564 -0.531 3.107 -0.7004 0.0068 0.4353
C 4.455 -0.365 1.730 0.0759 -0.3749 -1.1760
N 4.914 -1.263 0.795 -0.5167 0.8504 1.8302
C 5.337 -2.406 1.313 0.9912 -1.5924 -1.2485
C 5.257 -2.806 2.631 -1.2229 1.7300 1.2879
H 4.184 -2.824 5.261 0.0388 -0.1094 0.6814
H 4.579 -1.065 5.578 0.0733 -0.9326 -0.3714
H 5.880 -2.252 5.323 0.5382 -0.3962 0.5396
H 4.285 0.300 3.848 0.3320 -1.3254 -1.4404
H 3.919 0.466 1.300 0.3082 0.5517 0.0821
H 5.825 -3.127 0.607 -0.6927 0.6407 0.3994
H 5.352 -3.823 2.950 0.5284 -0.4445 -0.0254